The following is a quantum chemistry calculation of a cluster of 9 separate species, C50H113N5O9 in total, from the Open Molecules 2025 dataset.

- charge = +1
- spin multiplicity = 2
- HOMO energy (spin up / spin down) (hartree) = -0.3434 / -0.3434
- orbital gap (spin up / spin down) (Ha) = 0.247 / 0.101

Bonds (Å) are listed after each position.
CARTESIAN COORDINATES (ANGSTROEM)
1 C -0.918 -5.246 -1.502  C2 1.588, H12 1.090, H13 1.090, H14 1.090
2 C -2.136 -4.287 -1.159  C1 1.588, C3 1.582, N7 1.487, C11 1.558
3 C -2.146 -3.224 -2.331  C2 1.582, C4 1.558, H15 1.090, H16 1.090
4 C -3.540 -2.539 -2.459  C3 1.558, C5 1.497, H17 1.090, H18 1.090
5 C -4.626 -3.562 -2.587  C4 1.497, C6 1.562, H19 1.090, H20 1.090
6 C -4.665 -4.613 -1.432  C5 1.562, N7 1.446, C9 1.526, C10 1.578
7 N -3.350 -5.146 -1.156  C2 1.487, C6 1.446, O8 1.426
8 O -3.332 -6.292 -0.307  N7 1.426, H30 0.960
9 C -5.436 -4.012 -0.260  C6 1.526, H21 1.090, H22 1.090, H23 1.090
10 C -5.459 -5.874 -1.949  C6 1.578, H24 1.090, H25 1.090, H26 1.090
11 C -1.979 -3.502 0.177  C2 1.558, H27 1.090, H28 1.090, H29 1.090
12 H 0.011 -4.675 -1.484  C1 1.090
13 H -1.124 -5.651 -2.493  C1 1.090
14 H -0.805 -6.088 -0.819  C1 1.090
15 H -1.309 -2.526 -2.320  C3 1.090
16 H -2.065 -3.781 -3.264  C3 1.090
17 H -3.517 -1.896 -3.339  C4 1.090
18 H -3.633 -1.908 -1.576  C4 1.090
19 H -4.567 -4.086 -3.540  C5 1.090
20 H -5.632 -3.142 -2.610  C5 1.090
21 H -5.465 -2.923 -0.286  C9 1.090
22 H -6.459 -4.381 -0.198  C9 1.090
23 H -4.971 -4.241 0.699  C9 1.090
24 H -4.975 -6.412 -2.764  C10 1.090
25 H -5.678 -6.475 -1.066  C10 1.090
26 H -6.460 -5.630 -2.304  C10 1.090
27 H -1.033 -2.973 0.287  C11 1.090
28 H -2.136 -4.067 1.096  C11 1.090
29 H -2.809 -2.796 0.210  C11 1.090
30 H -3.709 -5.997 0.526  O8 0.960
31 C -4.560 -0.165 7.486  C32 1.520, H42 1.090, H43 1.090, H44 1.090
32 C -3.112 -0.296 7.044  C31 1.520, C33 1.565, N37 1.486, C41 1.561
33 C -2.401 -0.980 8.259  C32 1.565, C34 1.544, H45 1.090, H46 1.090
34 C -0.975 -1.498 7.969  C33 1.544, C35 1.560, H47 1.090, H48 1.090
35 C -1.074 -2.384 6.689  C34 1.560, C36 1.595, H49 1.090, H50 1.090
36 C -1.684 -1.731 5.367  C35 1.595, N37 1.505, C39 1.513, C40 1.620
37 N -2.964 -1.050 5.772  C32 1.486, C36 1.505, O38 1.446
38 O -3.702 -0.501 4.656  N37 1.446, H60 0.960
39 C -0.570 -0.812 4.917  C36 1.513, H51 1.090, H52 1.090, H53 1.090
40 C -1.980 -2.973 4.369  C36 1.620, H54 1.090, H55 1.090, H56 1.090
41 C -2.496 1.137 6.998  C32 1.561, H57 1.090, H58 1.090, H59 1.090
42 H -4.722 0.036 8.545  C31 1.090
43 H -5.237 -1.000 7.303  C31 1.090
44 H -5.041 0.645 6.938  C31 1.090
45 H -2.315 -0.291 9.099  C33 1.090
46 H -3.068 -1.793 8.547  C33 1.090
47 H -0.659 -2.175 8.762  C34 1.090
48 H -0.237 -0.705 7.851  C34 1.090
49 H -1.609 -3.306 6.918  C35 1.090
50 H -0.072 -2.738 6.447  C35 1.090
51 H 0.292 -1.464 4.770  C39 1.090
52 H -0.773 -0.220 4.024  C39 1.090
53 H -0.249 -0.061 5.639  C39 1.090
54 H -1.106 -3.538 4.045  C40 1.090
55 H -2.584 -3.727 4.872  C40 1.090
56 H -2.528 -2.678 3.474  C40 1.090
57 H -2.763 1.715 6.113  C41 1.090
58 H -1.416 0.986 6.995  C41 1.090
59 H -2.797 1.680 7.894  C41 1.090
60 H -3.337 0.385 4.589  O38 0.960
61 C 5.805 4.348 -5.078  C62 1.520, H72 1.090, H73 1.090, H74 1.090
62 C 4.705 3.888 -4.135  C61 1.520, C63 1.615, N67 1.420, C71 1.549
63 C 5.268 2.604 -3.331  C62 1.615, C64 1.439, H75 1.090, H76 1.090
64 C 4.663 2.284 -2.065  C63 1.439, C65 1.466, H77 1.090, H78 1.090
65 C 4.566 3.496 -1.246  C64 1.466, C66 1.518, H79 1.090, H80 1.090
66 C 3.872 4.728 -1.799  C65 1.518, N67 1.531, C69 1.560, C70 1.535
67 N 4.257 4.919 -3.268  C62 1.420, C66 1.531, O68 1.364
68 O 3.644 5.975 -3.875  N67 1.364, H90 0.960
69 C 2.339 4.450 -1.713  C66 1.560, H81 1.090, H82 1.090, H83 1.090
70 C 4.324 5.929 -0.956  C66 1.535, H84 1.090, H85 1.090, H86 1.090
71 C 3.525 3.242 -4.903  C62 1.549, H87 1.090, H88 1.090, H89 1.090
72 H 6.693 4.691 -4.547  C61 1.090
73 H 5.400 5.219 -5.593  C61 1.090
74 H 5.964 3.601 -5.855  C61 1.090
75 H 5.069 1.755 -3.984  C63 1.090
76 H 6.344 2.625 -3.160  C63 1.090
77 H 5.212 1.488 -1.562  C64 1.090
78 H 3.676 1.871 -2.274  C64 1.090
79 H 5.625 3.693 -1.074  C65 1.090
80 H 4.163 3.197 -0.279  C65 1.090
81 H 1.995 4.260 -0.696  C69 1.090
82 H 1.730 5.302 -2.014  C69 1.090
83 H 2.107 3.597 -2.350  C69 1.090
84 H 4.105 5.852 0.109  C70 1.090
85 H 5.401 6.050 -1.076  C70 1.090
86 H 3.774 6.815 -1.272  C70 1.090
87 H 2.841 3.911 -5.424  C71 1.090
88 H 2.856 2.586 -4.347  C71 1.090
89 H 3.952 2.659 -5.719  C71 1.090
90 H 4.307 6.668 -3.858  O68 0.960
91 C 3.277 -1.294 0.289  C92 1.496, H102 1.090, H103 1.090, H104 1.090
92 C 3.113 -1.857 1.664  C91 1.496, C93 1.535, N97 1.496, C101 1.591
93 C 1.928 -2.832 1.725  C92 1.535, C94 1.547, H105 1.090, H106 1.090
94 C 2.300 -4.238 1.198  C93 1.547, C95 1.591, H107 1.090, H108 1.090
95 C 3.533 -4.851 1.995  C94 1.591, C96 1.553, H109 1.090, H110 1.090
96 C 4.750 -3.887 1.926  C95 1.553, N97 1.483, C99 1.473, C100 1.478
97 N 4.420 -2.450 2.085  C92 1.496, C96 1.483, O98 1.413
98 O 5.479 -1.517 2.004  N97 1.413, H120 0.960
99 C 5.558 -4.219 3.112  C96 1.473, H111 1.090, H112 1.090, H113 1.090
100 C 5.390 -4.191 0.628  C96 1.478, H114 1.090, H115 1.090, H116 1.090
101 C 2.748 -0.660 2.647  C92 1.591, H117 1.090, H118 1.090, H119 1.090
102 H 2.366 -0.828 -0.086  C91 1.090
103 H 3.488 -2.027 -0.490  C91 1.090
104 H 4.020 -0.499 0.219  C91 1.090
105 H 1.457 -2.739 2.704  C93 1.090
106 H 1.191 -2.320 1.107  C93 1.090
107 H 2.590 -4.241 0.147  C94 1.090
108 H 1.522 -4.989 1.339  C94 1.090
109 H 3.760 -5.776 1.466  C95 1.090
110 H 3.213 -5.149 2.993  C95 1.090
111 H 5.511 -5.285 3.333  C99 1.090
112 H 6.626 -4.000 3.135  C99 1.090
113 H 5.100 -3.721 3.966  C99 1.090
114 H 5.946 -5.128 0.590  C100 1.090
115 H 4.666 -4.230 -0.186  C100 1.090
116 H 6.137 -3.506 0.228  C100 1.090
117 H 1.663 -0.582 2.705  C101 1.090
118 H 3.283 0.223 2.295  C101 1.090
119 H 3.071 -0.790 3.680  C101 1.090
120 H 5.609 -1.392 2.947  O98 0.960
121 C -1.654 3.691 -5.919  C122 1.525, H132 1.090, H133 1.090, H134 1.090
122 C -3.090 3.760 -5.409  C121 1.525, C123 1.581, N127 1.410, C131 1.586
123 C -4.071 2.995 -6.383  C122 1.581, C124 1.540, H135 1.090, H136 1.090
124 C -3.969 1.460 -6.317  C123 1.540, C125 1.547, H137 1.090, H138 1.090
125 C -4.020 0.971 -4.851  C124 1.547, C126 1.567, H139 1.090, H140 1.090
126 C -3.169 1.827 -3.851  C125 1.567, N127 1.461, C129 1.559, C130 1.577
127 N -3.350 3.252 -4.120  C122 1.410, C126 1.461, O128 1.375
128 O -2.858 4.033 -3.101  N127 1.375, H150 0.960
129 C -3.834 1.411 -2.504  C126 1.559, H141 1.090, H142 1.090, H143 1.090
130 C -1.710 1.236 -3.765  C126 1.577, H144 1.090, H145 1.090, H146 1.090
131 C -3.626 5.252 -5.432  C122 1.586, H147 1.090, H148 1.090, H149 1.090
132 H -0.922 3.481 -5.139  C121 1.090
133 H -1.432 4.619 -6.447  C121 1.090
134 H -1.451 2.813 -6.532  C121 1.090
135 H -5.041 3.288 -5.981  C123 1.090
136 H -4.065 3.352 -7.413  C123 1.090
137 H -2.962 1.203 -6.646  C124 1.090
138 H -4.831 1.097 -6.878  C124 1.090
139 H -3.760 -0.084 -4.772  C125 1.090
140 H -5.069 0.874 -4.571  C125 1.090
141 H -3.283 1.759 -1.630  C129 1.090
142 H -4.910 1.534 -2.381  C129 1.090
143 H -3.753 0.332 -2.372  C129 1.090
144 H -1.093 1.335 -4.658  C130 1.090
145 H -1.162 1.774 -2.990  C130 1.090
146 H -1.719 0.269 -3.263  C130 1.090
147 H -3.935 5.759 -6.347  C131 1.090
148 H -2.930 5.879 -4.875  C131 1.090
149 H -4.514 5.368 -4.810  C131 1.090
150 H -1.902 3.963 -3.145  O128 0.960
151 C -1.184 -0.002 0.400  C152 1.467, H154 1.090, H155 1.090, H156 1.090
152 C -0.001 0.770 0.796  C151 1.467, O153 1.343, H157 1.090, H158 1.090
153 O 0.234 1.740 -0.103  C152 1.343, H159 0.960
154 H -2.058 0.608 0.174  C151 1.090
155 H -1.497 -0.746 1.133  C151 1.090
156 H -0.980 -0.559 -0.514  C151 1.090
157 H 0.859 0.100 0.806  C152 1.090
158 H -0.100 1.159 1.809  C152 1.090
159 H 1.044 2.173 0.177  O153 0.960
160 C 1.978 -0.117 -2.962  O161 1.429, H162 1.090, H163 1.090, H164 1.090
161 O 1.467 -1.128 -3.834  C160 1.429, H165 0.960
162 H 1.643 -0.270 -1.937  C160 1.090
163 H 3.065 -0.179 -3.026  C160 1.090
164 H 1.863 0.935 -3.225  C160 1.090
165 H 0.516 -1.015 -3.777  O161 0.960
166 C 3.142 3.541 2.688  O167 1.431, H168 1.090, H169 1.090, H170 1.090
167 O 2.163 2.759 1.996  C166 1.431, H171 0.960
168 H 4.167 3.563 2.318  C166 1.090
169 H 2.764 4.553 2.833  C166 1.090
170 H 3.340 3.193 3.702  C166 1.090
171 H 1.313 3.182 2.137  O167 0.960
172 C -0.185 3.467 4.368  O173 1.376, H174 1.090, H175 1.090, H176 1.090
173 O -0.190 4.130 3.162  C172 1.376, H177 0.960
174 H -0.102 2.393 4.205  C172 1.090
175 H 0.673 3.702 4.997  C172 1.090
176 H -1.134 3.541 4.900  C172 1.090
177 H -0.944 4.722 3.119  O173 0.960

Atomic partial charges in e from the Löwdin method, atoms 1 to 2: -0.02, -0.43